No. 1
15
Properties=species:S:1:pos:R:3 method="wB97M-V/def2-TZVPD" energy_ha=-764.00476 de_lowest_kcal_mol=113.2 lumo_ha=0.0207 charge=0 gap_ev=9.49
C 1.10607 0.82005 0.02237
C -0.08503 0.33780 0.84527
C -1.11243 -0.31230 -0.20105
C -2.51155 -0.17977 0.18671
H 1.96735 -2.66148 -0.33276
H 1.85706 0.16440 -1.92514
H 0.89609 2.67325 0.26018
H -0.72285 1.00715 1.35216
H 0.23738 -0.57919 1.61925
H -0.88218 -0.94934 -1.23486
H -3.01965 0.53373 0.82092
N 1.68792 -0.25904 -0.82520
N 1.40293 1.91924 -0.39207
F -3.39265 -1.08405 -0.39926
S 2.57155 -1.43046 0.20349

No. 2
15
Properties=species:S:1:pos:R:3 method="wB97M-V/def2-TZVPD" energy_ha=-764.14297 de_lowest_kcal_mol=26.5 lumo_ha=0.0310 charge=0 gap_ev=8.65
C -1.40226 -1.18450 1.11928
C -0.57770 -0.33441 0.20033
C 1.62608 0.66892 -0.11840
C 2.87475 0.87712 0.30116
H -1.74249 -2.08566 0.58657
H -0.82997 -1.49906 2.00567
H -2.29174 -0.61589 1.44052
H 1.06142 -0.50409 1.46630
H 1.24641 1.08390 -1.05762
H 3.63006 1.46463 -0.20184
H -2.54003 0.58695 -2.46179
N 0.72049 -0.10088 0.59068
N -0.98069 0.18539 -0.91292
F 3.30663 0.32453 1.46342
S -2.59982 -0.13162 -1.35669

Please write out number 2 again, unchanged.
15
Properties=species:S:1:pos:R:3 method="wB97M-V/def2-TZVPD" energy_ha=-764.14297 de_lowest_kcal_mol=26.5 lumo_ha=0.0310 charge=0 gap_ev=8.65
C -1.40226 -1.18450 1.11928
C -0.57770 -0.33441 0.20033
C 1.62608 0.66892 -0.11840
C 2.87475 0.87712 0.30116
H -1.74249 -2.08566 0.58657
H -0.82997 -1.49906 2.00567
H -2.29174 -0.61589 1.44052
H 1.06142 -0.50409 1.46630
H 1.24641 1.08390 -1.05762
H 3.63006 1.46463 -0.20184
H -2.54003 0.58695 -2.46179
N 0.72049 -0.10088 0.59068
N -0.98069 0.18539 -0.91292
F 3.30663 0.32453 1.46342
S -2.59982 -0.13162 -1.35669

What did the second record say?
15
Properties=species:S:1:pos:R:3 method="wB97M-V/def2-TZVPD" energy_ha=-764.14297 de_lowest_kcal_mol=26.5 lumo_ha=0.0310 charge=0 gap_ev=8.65
C -1.40226 -1.18450 1.11928
C -0.57770 -0.33441 0.20033
C 1.62608 0.66892 -0.11840
C 2.87475 0.87712 0.30116
H -1.74249 -2.08566 0.58657
H -0.82997 -1.49906 2.00567
H -2.29174 -0.61589 1.44052
H 1.06142 -0.50409 1.46630
H 1.24641 1.08390 -1.05762
H 3.63006 1.46463 -0.20184
H -2.54003 0.58695 -2.46179
N 0.72049 -0.10088 0.59068
N -0.98069 0.18539 -0.91292
F 3.30663 0.32453 1.46342
S -2.59982 -0.13162 -1.35669